No. 1
45
Properties=species:S:1:pos:R:3:forces:R:3 method="wB97M-V/def2-TZVPD" total_charge=0 orbital_gap_ha=0.36636 energy_ev=-47136.0908 largest_force_ev_per_a=2.65 smiles="CC(C)=O.CC(C)=O.CC(C)=O.CC(C)=O.ClCCl"
C -15.489570 16.793040 -12.657360 -0.4 0.4 1.4
C -16.820490 16.604240 -11.890930 -0.2 0.0 -0.3
C -18.143730 16.914460 -12.596420 0.5 0.2 -0.3
O -16.865510 16.154020 -10.764830 0.3 0.2 -0.6
H -15.287900 17.828200 -12.932850 -0.7 0.1 -0.4
H -15.444210 16.149620 -13.536020 0.1 0.0 0.1
H -14.710490 16.646850 -11.909190 0.1 -0.8 -0.3
H -18.647480 15.966930 -12.787520 -0.1 0.2 0.3
H -18.032260 17.409470 -13.561120 0.2 0.0 0.0
H -18.749530 17.568940 -11.969720 0.0 -0.2 0.2
C -16.656890 17.938670 -7.250750 -0.6 0.6 0.3
C -16.927330 19.481010 -7.518200 0.7 -0.8 -1.9
C -16.346290 20.481660 -6.542300 -0.5 0.5 0.3
O -17.357340 19.892310 -8.599370 0.3 -1.1 2.0
H -16.873700 17.559760 -6.251990 0.0 0.8 0.5
H -15.586740 17.764990 -7.363500 0.1 0.1 -0.3
H -17.215690 17.217490 -7.847180 0.1 0.6 -0.7
H -15.277810 20.384060 -6.350100 0.0 -0.4 -0.2
H -16.840800 20.459590 -5.571180 -0.1 -0.3 0.1
H -16.518610 21.481450 -6.940830 0.0 -0.1 -0.1
C -19.845320 13.797250 -13.555450 0.2 -0.7 0.4
C -20.979410 14.061630 -14.558020 0.5 -2.5 -0.7
C -21.599800 15.432000 -14.476240 0.0 0.5 0.5
O -21.231440 13.141130 -15.342480 -0.2 2.3 1.0
H -19.545460 12.750240 -13.511330 -0.5 -0.2 -0.5
H -20.112500 13.989770 -12.516390 -0.1 0.6 0.0
H -18.901770 14.282530 -13.805100 -0.3 0.5 -0.1
H -20.837060 16.046340 -13.997800 0.2 0.5 -0.6
H -22.393140 15.557620 -13.739390 -0.3 -0.8 0.2
H -22.032080 15.878660 -15.371630 0.5 -0.3 -0.2
C -25.088950 9.552400 -7.350230 0.4 0.0 0.3
C -24.060280 9.610950 -8.465260 -0.3 -0.4 -1.1
C -23.218980 10.857290 -8.685340 0.4 -0.3 0.3
O -23.933640 8.640920 -9.186790 0.1 0.4 0.3
H -26.014580 10.083250 -7.572740 0.1 0.1 -0.3
H -24.683260 9.989540 -6.437860 0.0 0.0 0.1
H -25.318730 8.499890 -7.184350 0.0 0.1 0.0
H -22.496190 10.778470 -9.497410 -0.5 -0.4 -0.3
H -22.564720 10.940250 -7.817490 -0.2 0.5 0.4
H -23.817420 11.756660 -8.830650 0.0 0.0 0.3
Cl -19.064170 15.065390 -8.166000 -0.1 -0.2 -0.4
C -19.926040 14.565040 -9.645950 0.2 -0.4 0.5
Cl -20.347540 12.813710 -9.580330 -0.1 0.6 0.0
H -20.826990 15.178240 -9.665520 0.1 -0.3 -0.3
H -19.275110 14.658710 -10.515210 -0.1 0.4 0.3

No. 2
11
Properties=species:S:1:pos:R:3:forces:R:3 method="wB97M-V/def2-TZVPD" total_charge=-1 orbital_gap_ha=0.26095 energy_ev=-10807.1269 largest_force_ev_per_a=3.50
C 0.404214 1.373014 -0.143859 -0.3 1.0 0.2
C -3.056375 -0.219139 -0.087224 -1.6 1.2 0.7
C -1.867366 0.343293 -0.385712 2.6 0.6 -0.4
N -0.833463 0.957941 0.021728 -1.7 -0.5 0.3
O 0.969595 -2.285366 -0.313879 0.7 3.4 -0.6
O -3.552173 -1.361902 -0.007787 0.4 0.3 -0.2
O 1.371033 0.654086 -0.338813 1.4 -1.2 -0.4
H 0.664912 2.448206 0.048671 -1.0 -0.3 -0.1
H -3.720023 0.752951 -0.029671 0.2 -1.1 -0.1
H 0.058384 -1.895381 -0.434546 1.4 -0.6 0.2
H 1.554145 -1.393109 -0.404670 -2.2 -2.7 0.4

No. 3
18
Properties=species:S:1:pos:R:3:forces:R:3 method="wB97M-V/def2-TZVPD" total_charge=-1 orbital_gap_ha="0.11968 / 0.26687" energy_ev=-8898.1728 multiplicity=2 s2=0.753 largest_force_ev_per_a=4.88
C 0.737885 -0.240666 2.283702 -0.3 -2.8 0.1
C -0.599967 -0.233024 1.456705 0.4 1.6 0.0
N -0.477093 -0.706864 0.043942 -0.8 -0.5 1.4
C 0.254051 -0.525294 -2.215756 1.9 -0.7 -1.6
C -0.635827 0.123343 -1.166647 0.6 2.1 -0.2
C -0.005782 1.530189 -0.874620 -0.1 -4.7 1.2
O -0.377510 2.589216 -1.335308 -1.3 3.8 -1.8
H 1.105966 -1.290226 2.501783 -0.1 0.7 -0.9
H 1.556268 0.337320 1.852088 -0.3 0.0 -0.1
H 0.549725 0.028400 3.311761 -0.3 1.0 0.3
H -1.473481 -0.607292 2.074813 1.0 -0.3 -0.8
H -0.759141 0.862198 1.495440 -0.5 -0.3 -0.8
H -0.950475 -1.590224 -0.089107 0.1 -0.1 0.2
H 0.114205 -1.646130 -2.579656 -0.3 1.8 0.6
H 1.266846 -0.507838 -1.777126 -0.3 -0.4 0.2
H 0.477598 0.161506 -3.095866 -1.1 -0.9 0.7
H -1.633270 0.357890 -1.631224 0.2 -0.6 0.9
H 0.850005 1.357498 -0.254931 1.3 0.3 0.7